Entry 1:
# C2H4N4S2

An isolated molecule of C2H4N4S2 (the ωB97M-V functional and the def2-TZVPD basis, OMol25).

energy: -1093.9688 hartree
energy above the lowest of the compared OMol25 structures with the same formula, charge and spin: 88.87 kJ/mol
SMILES string: S/N=c1/nc(S)[nH][nH]1
largest force on an atom: 0.01426 hartree/bohr
molecular weight: 148.22 g mol⁻¹
lowest unoccupied orbital energy: 0.590 eV

The geometry in XYZ format:
```
12
C2H4N4S2, DFT the ωB97M-V functional and the def2-TZVPD basis
S 0.424 -0.565 3.039
N 0.577 0.626 1.824
C 0.246 0.254 0.658
N 0.342 1.083 -0.472
C -0.158 0.382 -1.433
S -0.274 0.874 -3.108
N -0.658 -0.863 -1.086
N -0.247 -1.022 0.261
H 0.552 0.270 4.085
H 0.534 1.932 -2.945
H -0.318 -1.622 -1.658
H -1.021 -1.350 0.834
```

Table of Mulliken atomic charges, one value per atom, all in e: atom 1 (S): -0.190, atom 2 (N): -0.442, atom 3 (C): 0.511, atom 4 (N): -0.486, atom 5 (C): 0.559, atom 6 (S): -0.250, atom 7 (N): -0.327, atom 8 (N): -0.267, atom 9 (H): 0.161, atom 10 (H): 0.179, atom 11 (H): 0.278, atom 12 (H): 0.274

Entry 2:
# C2H4N5

A 2-piece molecular cluster, C2H4N5 overall in a non-equilibrium geometry (the ωB97M-V functional and the def2-TZVPD basis, OMol25).

energy: -352.3683 hartree
total charge: -1
energy above the lowest of the compared OMol25 structures with the same formula, charge and spin: 81.79 kJ/mol
largest force on an atom: 0.09512 hartree/bohr
molecular weight: 98.09 g mol⁻¹
lowest unoccupied orbital energy: 4.056 eV

The geometry in XYZ format:
```
11
C2H4N5, DFT the ωB97M-V functional and the def2-TZVPD basis
C 3.344 -0.528 -1.230
C -0.171 1.793 -0.147
N 3.120 0.544 -0.423
N 3.762 -1.562 -0.499
N 3.533 0.126 0.801
N 3.921 -1.092 0.732
N 0.327 0.659 0.054
H -1.223 2.048 0.192
H 0.321 2.691 -0.551
H 3.341 -0.483 -2.237
H 1.307 0.505 -0.038
```

Table of Mulliken atomic charges, one value per atom, all in e: atom 1 (C): 0.011, atom 2 (C): -0.321, atom 3 (N): -0.493, atom 4 (N): -0.381, atom 5 (N): -0.283, atom 6 (N): -0.344, atom 7 (N): -0.603, atom 8 (H): 0.203, atom 9 (H): 0.243, atom 10 (H): 0.526, atom 11 (H): 0.443

Highest occupied orbital energy list, top to bottom, in eV: -8.13, -5.11